Density functional theory data (wB97M-V/def2-TZVPD) for 2 unconnected molecules or ions with the total composition C4H8NO2.

Geometry as ORCA input:
```
! RIJCOSX wB97M-V def2-TZVPD def2/J DEFGRID3
* xyz -1 1
C -1.55007 0.91487 -0.81904
C -0.85773 -0.24362 -1.45865
C -1.30177 -1.49194 -1.45611
H -1.60673 1.76657 -1.50157
H -2.54361 0.62019 -0.47938
H -0.94253 1.20577 0.05121
H 0.11507 -0.03987 -1.89345
H -0.72278 -2.30644 -1.87402
H -2.24443 -1.76751 -0.99620
N 2.36318 -0.18029 2.24049
C 1.51171 0.38819 1.24070
O 0.35326 0.67662 1.62657
O 1.99426 0.46480 0.08947
H 2.08519 0.06963 3.17555
H 3.34699 -0.07698 2.05442
*
```

## Properties
HOMO in eV: -4.05
LUMO in eV: 4.30
HOMO-LUMO gap in eV: 8.35

---

Density functional theory data (wB97M-V/def2-TZVPD) for 32 unconnected molecules or ions with the total composition H62NO34 in a non-equilibrium geometry.

Geometry as ORCA input:
```
! RIJCOSX wB97M-V def2-TZVPD def2/J DEFGRID3
* xyz -1 1
N -0.51172 0.37052 -0.02982
O 0.20461 0.69066 -0.98145
O -1.65617 0.88761 0.07697
O -0.17956 -0.53893 0.69585
O -4.57578 -4.53044 -4.56396
H -3.84370 -4.19422 -4.02866
H -5.35817 -4.06282 -4.25237
O 2.40158 2.23178 2.03486
H 2.83060 1.37492 1.93975
H 1.99990 2.54452 1.20757
O -1.33044 -1.18003 -3.89160
H -0.70842 -1.18848 -4.65209
H -1.81238 -0.34905 -3.89621
O -1.52722 0.35270 3.42261
H -1.01193 0.29906 2.63361
H -1.60135 1.27171 3.62594
O 2.90703 -3.99665 -2.67814
H 2.33000 -3.27070 -2.36427
H 3.39811 -4.22225 -1.89527
O 3.49227 -0.53307 -2.34096
H 2.72318 -0.86131 -1.79916
H 4.25886 -0.77645 -1.81661
O 0.19425 -1.87501 3.98689
H -0.06282 -0.94490 3.80183
H 0.07901 -2.31523 3.11038
O -5.22094 0.53186 2.11255
H -4.81105 0.31485 2.99983
H -5.39956 -0.37647 1.79481
O -1.45516 3.23206 3.56030
H -1.62673 3.47334 2.64405
H -1.16909 4.08127 3.93715
O 4.75911 0.18540 1.60994
H 5.10989 0.38814 0.76693
H 4.81258 -0.76460 1.65912
O 6.01282 -1.23767 -0.73797
H 6.92759 -1.12701 -1.00081
H 5.90240 -1.88644 0.01266
O -0.76815 -3.48385 1.93356
H -1.50547 -3.39628 1.30809
H -0.00648 -3.66625 1.39760
O -3.67755 -1.28502 3.61228
H -2.86201 -0.73583 3.66705
H -3.51370 -2.08552 4.11908
O -2.28043 -3.52050 -2.49133
H -2.26677 -2.88601 -3.26387
H -2.00733 -2.97469 -1.77876
O -1.06099 3.74593 0.41969
H -1.51406 2.93259 0.16762
H -0.18276 3.64924 0.11464
O -2.26249 -3.57959 4.64521
H -1.55684 -3.26420 5.21769
H -1.91581 -4.02474 3.84104
O -0.46297 5.80253 2.28484
H -0.77170 5.10474 1.71170
H -0.61438 6.58319 1.75396
O 2.26603 2.22343 -2.24987
H 1.69008 1.54275 -1.83360
H 3.00782 1.72854 -2.66087
O -0.27482 3.67277 -4.27424
H 0.39483 3.32686 -3.66208
H -0.98161 3.00486 -4.21956
O -1.08235 6.63518 -0.47108
H -0.32747 6.05898 -0.53228
H -1.54625 6.52804 -1.27998
O 0.59011 -2.01992 -5.30515
H 1.40346 -1.59841 -5.00232
H 0.62987 -2.92120 -4.97027
O 4.74244 -2.59825 1.20241
H 4.80638 -3.35821 1.81231
H 3.85790 -2.61827 0.80381
O 0.57149 -1.90105 -1.85856
H 0.27200 -0.97897 -1.86707
H 0.08415 -2.37883 -2.56817
O 2.20739 -2.19194 0.40315
H 1.72870 -1.34392 0.66453
H 1.73760 -2.44007 -0.39810
O -4.68919 -0.99337 -1.65867
H -5.48600 -0.49144 -1.42896
H -4.22436 -1.09763 -0.80283
O -2.57652 1.25600 -2.54173
H -3.33707 0.74137 -2.17337
H -1.98366 1.30000 -1.78271
O -3.02196 -1.58660 0.95443
H -2.69540 -0.67417 0.86048
H -3.54501 -1.59106 1.76610
O 0.15483 -4.39307 -3.82711
H -0.71504 -4.41666 -3.35549
H 0.83317 -4.70007 -3.20207
O 2.44329 5.11875 2.06944
H 1.53775 5.43834 2.24877
H 2.53854 4.27663 2.53985
O 1.60787 3.84638 -0.05506
H 2.09565 4.40712 0.58596
H 2.22005 3.67087 -0.80030
O 1.99583 2.52662 4.75378
H 1.98567 2.47692 3.79649
H 1.83218 1.59823 4.95564
*
```

## Properties
HOMO in eV: -8.37
LUMO in eV: 1.56
HOMO-LUMO gap in eV: 9.93

---

Density functional theory data (wB97M-V/def2-TZVPD) for 5 unconnected molecules or ions with the total composition C3H17N2O5 in a non-equilibrium geometry.

Geometry as ORCA input:
```
! RIJCOSX wB97M-V def2-TZVPD def2/J DEFGRID3
* xyz 1 1
N 1.44987 -1.64823 -0.05439
C 1.90020 -0.48587 -0.84104
C 1.29963 -0.60525 -2.25459
C 1.61838 0.80171 -0.02363
N 1.23542 1.91040 -0.65750
O 1.74244 0.67651 1.17685
H 1.60561 -2.52949 -0.55987
H 0.43802 -1.59543 0.12267
H 1.91748 -1.86424 0.83015
H 2.97015 -0.44454 -0.96038
H 1.15759 0.38864 -2.68297
H 0.33395 -1.09418 -2.32851
H 2.07920 -0.94941 -2.94037
H 1.16774 2.71954 -0.05047
H 0.97719 2.06159 -1.61645
H -0.28630 0.11759 4.54506
H -0.16577 1.48723 3.82890
O -0.47584 0.58462 3.72631
H -2.73555 -0.18193 -0.57533
H -3.99031 -0.67260 0.31289
O -3.17152 -0.92407 -0.11984
H -0.93575 -0.76833 2.31405
H -1.53220 -1.18187 1.05053
O -0.70581 -1.32401 1.54908
H -2.42075 2.19715 -0.57166
H -3.09752 1.75081 -1.91604
O -2.37557 1.57367 -1.30346
*
```

## Properties
HOMO in eV: -13.77
LUMO in eV: -2.74
HOMO-LUMO gap in eV: 11.03

---

Density functional theory data (wB97M-V/def2-TZVPD) for a single C4H4FNO2 molecule in a non-equilibrium geometry.

Geometry as ORCA input:
```
! RIJCOSX wB97M-V def2-TZVPD def2/J DEFGRID3
* xyz 0 1
C 1.09659 1.75930 -0.04546
C 0.90934 0.43731 0.00040
F 2.12634 -0.20215 0.02453
C -0.19495 -0.44458 -0.00860
C -0.25033 -1.92027 0.09339
N -1.54345 0.13017 -0.06729
O -2.42861 -0.66791 -0.16861
O -1.67124 1.31909 0.08658
H 2.19771 2.11491 -0.09313
H 0.25635 2.40991 -0.10974
H -1.12365 -2.51205 0.08410
H 0.62590 -2.42375 0.20385
*
```

## Properties
HOMO (alpha / beta) in eV: -9.53 / -9.53
LUMO (alpha / beta) in eV: -1.29 / -1.29
HOMO-LUMO gap (alpha / beta) in eV: 8.24 / 8.24

---

Results for energy relative to the best compared isomer or geometry (same formula, charge and spin): 13.51 18.67 5.73 101.28 (in kcal per mole, following the order of the records).